[1]
{"formula": "CHF3LuMgNO3S2", "method": "the ωB97M-V functional and the def2-TZVPD basis", "total_energy_ha": -2849.9011, "charge": 2, "gap_ev": [3.576, 3.580], "e_above_lowest_kcal_mol": 105.2, "species": ["Mg", "N", "S", "O", "S", "O", "O", "C", "F", "F", "F", "Lu", "H"], "coordinates": [[2.469, -0.748, 1.216], [0.640, -0.018, -1.507], [2.122, 0.900, -1.332], [3.070, -0.052, -0.428], [-0.221, -0.038, -0.245], [0.448, -0.605, 1.059], [-1.443, -0.901, -0.340], [-0.842, 1.669, 0.363], [0.016, 2.180, 1.216], [-0.966, 2.449, -0.683], [-2.007, 1.499, 0.945], [-1.217, -2.353, 1.372], [-2.068, -3.982, -1.636]], "mulliken_charge": [1.111, -0.384, 0.284, -0.598, 1.372, -0.535, -0.678, 0.696, -0.173, -0.158, -0.185, 1.141, 0.106]}


[2]
{"formula": "C64H167N11O21", "method": "the ωB97M-V functional and the def2-TZVPD basis", "total_energy_ha": -4720.1923, "charge": 0, "gap_ev": 8.855, "e_above_lowest_kcal_mol": 154.5, "species": ["C", "C", "C", "O", "C", "N", "H", "H", "H", "H", "H", "H", "H", "H", "H", "H", "H", "C", "C", "C", "O", "C", "N", "H", "H", "H", "H", "H", "H", "H", "H", "H", "H", "H", "C", "C", "C", "O", "C", "N", "H", "H", "H", "H", "H", "H", "H", "H", "H", "H", "H", "C", "C", "C", "O", "C", "N", "H", "H", "H", "H", "H", "H", "H", "H", "H", "H", "H", "C", "C", "O", "H", "H", "H", "H", "H", "H", "C", "C", "O", "H", "H", "H", "H", "H", "H", "C", "C", "O", "H", "H", "H", "H", "H", "H", "C", "O", "C", "C", "N", "C", "C", "O", "C", "H", "H", "H", "H", "H", "H", "H", "H", "H", "H", "H", "H", "H", "H", "H", "C", "O", "C", "C", "N", "C", "C", "O", "C", "H", "H", "H", "H", "H", "H", "H", "H", "H", "H", "H", "H", "H", "H", "H", "C", "O", "C", "C", "N", "C", "C", "O", "C", "H", "H", "H", "H", "H", "H", "H", "H", "H", "H", "H", "H", "H", "H", "H", "C", "O", "C", "C", "N", "C", "C", "O", "C", "H", "H", "H", "H", "H", "H", "H", "H", "H", "H", "H", "H", "H", "H", "H", "C", "O", "C", "C", "N", "C", "C", "O", "C", "H", "H", "H", "H", "H", "H", "H", "H", "H", "H", "H", "H", "H", "H", "H", "C", "O", "C", "C", "N", "C", "C", "O", "C", "H", "H", "H", "H", "H", "H", "H", "H", "H", "H", "H", "H", "H", "H", "H", "C", "O", "C", "C", "N", "C", "C", "O", "C", "H", "H", "H", "H", "H", "H", "H", "H", "H", "H", "H", "H", "H", "H", "H"], "coordinates": [[7.348, -1.193, 0.131], [6.547, -2.254, -0.635], [5.097, -2.478, -0.100], [5.184, -3.156, 1.090], [3.965, -3.750, 1.522], [6.668, -1.909, -2.053], [8.340, -1.084, -0.308], [7.566, -1.648, 1.097], [6.856, -0.225, 0.230], [7.128, -3.157, -0.449], [4.468, -3.030, -0.798], [4.612, -1.571, 0.261], [3.002, -3.269, 1.348], [3.949, -3.895, 2.602], [3.875, -4.784, 1.189], [6.137, -1.071, -2.243], [6.189, -2.714, -2.429], [0.282, -2.082, -5.898], [0.135, -3.467, -5.218], [1.209, -3.867, -4.165], [0.958, -3.031, -2.996], [2.233, -2.701, -2.305], [-1.213, -3.568, -4.612], [-0.046, -1.244, -5.283], [-0.263, -2.016, -6.839], [1.326, -1.976, -6.192], [0.269, -4.199, -6.015], [2.205, -3.568, -4.491], [1.400, -4.938, -4.101], [2.060, -2.345, -1.289], [2.806, -2.002, -2.914], [2.898, -3.553, -2.164], [-1.222, -4.499, -4.221], [-0.992, -3.061, -3.767], [-5.402, -0.719, 1.049], [-6.771, -1.301, 1.237], [-6.756, -2.788, 1.670], [-8.123, -3.116, 1.970], [-8.368, -4.392, 2.676], [-7.684, -0.452, 2.012], [-4.783, -0.902, 1.928], [-5.281, 0.313, 0.721], [-4.790, -1.347, 0.401], [-7.133, -1.301, 0.209], [-6.153, -2.774, 2.578], [-6.281, -3.450, 0.946], [-7.912, -4.344, 3.665], [-8.038, -5.332, 2.234], [-9.408, -4.707, 2.760], [-8.509, -1.032, 2.053], [-7.359, -0.437, 2.968], [-7.569, 4.010, 2.198], [-7.333, 4.242, 0.783], [-6.346, 3.346, 0.041], [-5.053, 3.780, 0.553], [-3.889, 3.023, 0.146], [-8.595, 4.247, 0.225], [-7.621, 2.953, 2.457], [-8.426, 4.519, 2.640], [-6.635, 4.387, 2.616], [-7.018, 5.259, 0.551], [-6.326, 3.612, -1.016], [-6.523, 2.272, -0.001], [-3.068, 3.521, 0.662], [-3.687, 3.005, -0.925], [-3.807, 2.011, 0.541], [-8.985, 5.132, 0.513], [-8.950, 3.483, 0.783], [6.565, -2.191, 4.439], [5.758, -2.742, 5.597], [4.568, -3.392, 5.160], [7.556, -1.970, 4.836], [6.090, -1.370, 3.903], [6.786, -2.961, 3.701], [5.688, -2.032, 6.420], [6.350, -3.568, 5.992], [4.043, -3.701, 5.902], [4.238, 3.541, 4.402], [4.817, 2.451, 5.406], [4.662, 3.094, 6.658], [3.524, 4.143, 4.964], [3.860, 3.186, 3.443], [5.112, 4.184, 4.298], [5.883, 2.240, 5.329], [4.398, 1.450, 5.509], [4.277, 2.558, 7.355], [-2.640, 2.463, 3.781], [-3.795, 1.493, 3.971], [-3.796, 1.129, 5.294], [-2.895, 3.066, 2.910], [-1.635, 2.043, 3.808], [-2.766, 3.219, 4.557], [-3.544, 0.656, 3.319], [-4.834, 1.783, 3.812], [-4.505, 0.500, 5.444], [-5.166, -7.258, -6.647], [-4.810, -7.093, -5.248], [-3.810, -6.079, -4.934], [-3.484, -6.065, -3.359], [-3.577, -4.713, -2.757], [-5.026, -4.606, -2.231], [-6.041, -4.191, -3.329], [-5.497, -3.127, -4.032], [-6.480, -2.482, -4.832], [-4.453, -7.571, -7.409], [-5.802, -6.454, -7.019], [-5.694, -8.194, -6.829], [-4.127, -5.062, -5.164], [-2.929, -6.353, -5.514], [-2.442, -6.362, -3.242], [-4.038, -6.783, -2.754], [-3.520, -4.152, -3.595], [-4.975, -3.838, -1.459], [-5.341, -5.477, -1.657], [-6.991, -3.900, -2.882], [-6.319, -4.930, -4.081], [-7.346, -2.110, -4.284], [-6.669, -3.251, -5.581], [-5.949, -1.681, -5.346], [-2.031, -2.753, -0.740], [-1.582, -1.679, 0.053], [-1.657, -0.395, -0.581], [-0.906, 0.620, 0.343], [0.525, 0.537, 0.160], [1.208, 1.390, 1.226], [2.721, 1.294, 1.131], [3.370, 0.100, 1.645], [3.328, -0.259, 2.986], [-1.447, -2.802, -1.659], [-3.092, -2.654, -0.969], [-1.853, -3.663, -0.166], [-2.714, -0.157, -0.700], [-1.189, -0.506, -1.559], [-1.195, 0.466, 1.383], [-1.236, 1.620, 0.062], [0.643, -0.458, 0.291], [0.843, 1.277, 2.247], [1.000, 2.450, 1.085], [3.313, 2.077, 1.607], [2.977, 1.530, 0.098], [3.797, -1.237, 3.098], [2.265, -0.220, 3.222], [3.759, 0.480, 3.662], [-0.535, 5.816, -2.747], [0.823, 5.632, -2.931], [1.008, 4.267, -3.248], [0.566, 3.138, -2.190], [-0.087, 1.894, -2.740], [-1.408, 2.136, -3.415], [-2.125, 0.918, -3.980], [-3.023, 0.435, -2.976], [-3.916, -0.644, -3.323], [-0.912, 5.393, -1.816], [-1.128, 5.590, -3.633], [-0.660, 6.891, -2.620], [2.062, 4.252, -3.526], [0.597, 4.033, -4.230], [-0.135, 3.561, -1.470], [1.470, 2.804, -1.681], [-0.072, 1.157, -2.049], [-1.250, 2.888, -4.188], [-2.068, 2.653, -2.718], [-1.462, 0.081, -4.201], [-2.720, 1.259, -4.826], [-4.199, -1.094, -2.371], [-3.495, -1.449, -3.925], [-4.807, -0.225, -3.790], [2.993, 0.739, -3.361], [4.114, -0.072, -3.858], [4.382, 0.152, -5.246], [5.238, -0.857, -5.907], [4.515, -2.106, -6.082], [5.378, -3.181, -6.607], [4.574, -4.443, -6.749], [4.229, -4.984, -5.465], [3.709, -6.314, -5.407], [3.182, 1.811, -3.414], [2.830, 0.366, -2.350], [1.995, 0.653, -3.789], [5.041, 1.021, -5.257], [3.464, 0.179, -5.832], [6.007, -1.206, -5.218], [5.669, -0.521, -6.850], [4.020, -2.377, -5.245], [6.176, -3.386, -5.893], [5.805, -2.799, -7.534], [5.168, -5.183, -7.285], [3.705, -4.326, -7.397], [2.749, -6.358, -5.923], [3.583, -6.695, -4.394], [4.492, -6.966, -5.796], [9.555, 3.933, 2.634], [8.465, 3.690, 1.819], [7.303, 4.623, 1.906], [6.122, 4.134, 1.048], [6.196, 4.649, -0.335], [5.208, 4.040, -1.273], [5.057, 4.859, -2.537], [4.875, 6.281, -2.331], [3.515, 6.750, -2.276], [9.311, 4.209, 3.659], [10.051, 4.788, 2.175], [10.086, 2.988, 2.748], [7.615, 5.557, 1.441], [7.039, 4.848, 2.940], [5.143, 4.410, 1.442], [5.950, 3.061, 1.134], [6.183, 5.659, -0.351], [4.190, 3.911, -0.905], [5.339, 2.967, -1.415], [4.356, 4.444, -3.262], [5.991, 4.731, -3.085], [3.027, 6.817, -3.248], [3.594, 7.749, -1.847], [2.861, 6.171, -1.624], [-1.025, -7.186, 5.855], [-2.384, -6.727, 5.626], [-2.793, -6.836, 4.282], [-2.500, -5.491, 3.421], [-2.841, -4.256, 4.135], [-2.274, -3.071, 3.323], [-1.611, -2.110, 4.245], [-0.850, -2.733, 5.265], [0.495, -3.075, 4.886], [-0.287, -6.398, 5.707], [-0.704, -8.042, 5.261], [-1.083, -7.527, 6.889], [-3.868, -6.969, 4.168], [-2.453, -7.831, 3.994], [-3.156, -5.584, 2.556], [-1.465, -5.459, 3.081], [-2.389, -4.244, 5.038], [-3.013, -2.597, 2.677], [-1.434, -3.328, 2.678], [-2.410, -1.619, 4.801], [-0.997, -1.447, 3.636], [0.768, -3.942, 5.487], [1.148, -2.234, 5.121], [0.742, -3.214, 3.834], [-3.710, 7.738, 4.227], [-2.720, 7.130, 5.122], [-1.786, 8.002, 5.702], [-0.678, 8.461, 4.685], [0.013, 7.221, 4.384], [0.456, 7.133, 2.979], [1.100, 5.740, 2.774], [0.179, 4.637, 2.554], [-0.482, 4.756, 1.317], [-4.604, 8.163, 4.684], [-4.123, 6.881, 3.695], [-3.215, 8.465, 3.582], [-1.361, 7.359, 6.473], [-2.373, 8.842, 6.073], [0.097, 9.124, 5.067], [-1.134, 8.983, 3.844], [-0.734, 6.559, 4.536], [1.214, 7.882, 2.751], [-0.356, 7.275, 2.265], [1.707, 5.590, 3.667], [1.793, 5.840, 1.939], [-1.005, 5.706, 1.203], [-1.180, 3.920, 1.268], [0.191, 4.695, 0.462]], "mulliken_charge": [-1.489, 0.064, 1.527, -0.376, -0.772, -0.666, 0.409, 0.333, 0.216, 0.419, -0.408, -0.394, 0.249, 0.096, 0.403, 0.214, 0.229, -0.953, 0.168, 0.504, -0.116, -0.808, -0.281, -0.225, 0.411, 0.313, 0.438, -0.865, 0.325, 0.298, 0.132, 0.583, 0.171, -0.185, 0.554, 0.207, -0.484, -0.385, -0.854, -0.594, 0.007, -0.578, -0.085, 0.114, 0.311, 0.303, 0.337, 0.293, 0.310, 0.383, 0.243, -1.571, 0.750, -0.614, -0.438, -0.186, -0.813, 0.281, 0.491, 0.249, 0.238, 0.361, 0.114, -0.220, 0.746, -0.122, 0.304, 0.347, -0.838, -0.370, -0.406, 0.463, 0.103, 0.215, 0.351, 0.323, 0.229, -0.267, -0.270, -0.559, 0.352, -0.165, 0.154, 0.189, 0.229, 0.294, -0.677, 0.354, -0.642, -0.037, 0.151, 0.478, -0.251, 0.341, 0.345, -0.804, -0.410, -0.226, -1.153, 0.087, -0.177, -0.881, 0.049, -1.018, 0.319, 0.277, 0.311, 0.317, 0.540, 0.304, 0.529, -0.170, -0.312, 0.552, 0.588, 0.439, 0.328, 0.377, 0.235, -0.117, -0.202, 0.439, -1.143, 0.916, 0.199, 0.189, 0.098, 0.281, -0.175, -0.197, 0.549, -0.052, 0.035, 0.809, -0.104, -0.149, 0.614, -0.738, -0.511, -0.359, -0.222, 0.039, -0.226, -0.589, -0.354, -0.676, 1.516, 0.447, -0.348, -0.329, -0.082, -0.798, 0.099, 0.277, 0.339, -0.220, 0.634, -0.151, -0.967, -0.506, 0.481, 0.100, -0.373, 0.582, 0.182, 0.345, 0.342, -0.856, 0.183, -0.729, -0.812, -0.081, -0.748, -0.665, -0.212, -0.932, 0.347, -0.066, 0.481, 0.334, 0.356, 0.393, 0.418, -0.159, 0.348, 0.410, 0.567, 0.295, 0.342, 0.252, 0.378, -0.769, -0.285, -0.617, -0.091, -0.309, 0.028, -0.668, -0.457, -0.381, 0.311, 0.285, 0.241, 0.308, 0.375, 0.065, 0.201, 0.356, -0.212, 0.397, 0.257, 0.401, 0.257, 0.361, 0.038, -0.508, -0.376, -0.675, -0.340, -0.357, 0.026, -0.269, -0.526, -0.710, 0.067, 0.353, 0.248, 0.320, 0.448, 0.231, 0.258, 0.445, 0.052, -0.094, 0.292, 0.248, 0.279, 0.385, 0.231, -0.528, -0.310, -0.676, -0.556, -0.340, -0.782, -0.266, -0.258, 0.015, 0.280, 0.067, 0.306, 0.306, 0.422, 0.378, 0.284, 0.295, 0.452, 0.402, 0.169, 0.304, 0.308, -0.557, 0.243]}


What did the first record say?
{"formula": "CHF3LuMgNO3S2", "method": "the ωB97M-V functional and the def2-TZVPD basis", "total_energy_ha": -2849.9011, "charge": 2, "gap_ev": [3.576, 3.580], "e_above_lowest_kcal_mol": 105.2, "species": ["Mg", "N", "S", "O", "S", "O", "O", "C", "F", "F", "F", "Lu", "H"], "coordinates": [[2.469, -0.748, 1.216], [0.640, -0.018, -1.507], [2.122, 0.900, -1.332], [3.070, -0.052, -0.428], [-0.221, -0.038, -0.245], [0.448, -0.605, 1.059], [-1.443, -0.901, -0.340], [-0.842, 1.669, 0.363], [0.016, 2.180, 1.216], [-0.966, 2.449, -0.683], [-2.007, 1.499, 0.945], [-1.217, -2.353, 1.372], [-2.068, -3.982, -1.636]], "mulliken_charge": [1.111, -0.384, 0.284, -0.598, 1.372, -0.535, -0.678, 0.696, -0.173, -0.158, -0.185, 1.141, 0.106]}